Model a:
84
Properties=species:S:1:pos:R:3 method="wB97M-V/def2-TZVPD" spin_multiplicity=1 e_lumo_ev=0.352 homo_lumo_gap_ev=11.18
C -6.9025 -23.5051 6.4415
C -6.9341 -24.5827 5.3368
C -8.1604 -24.3554 4.4240
C -9.3807 -24.8068 5.0935
N -10.3365 -25.1631 5.6231
H -6.7045 -22.5168 6.0334
H -6.1168 -23.7502 7.1557
H -7.8654 -23.5630 6.9536
H -6.9804 -25.5883 5.7492
H -6.0131 -24.4537 4.7679
H -8.1126 -24.8862 3.4747
H -8.2738 -23.2784 4.2886
C -9.3089 -27.8969 6.6151
C -10.7672 -28.1366 6.2021
C -11.1482 -29.5956 5.9919
C -10.3821 -30.3453 5.0222
N -9.7722 -30.9254 4.2413
H -8.5382 -28.1284 5.8810
H -9.0829 -28.6317 7.4053
H -9.1780 -26.9049 7.0376
H -10.7915 -27.6111 5.2360
H -11.5139 -27.5694 6.7526
H -12.1644 -29.5470 5.5774
H -11.2792 -30.1252 6.9368
C -7.7499 -20.1101 16.1896
C -8.1759 -19.4537 14.8697
C -9.0389 -20.3807 14.0092
C -10.4990 -20.1349 14.0677
N -11.6205 -19.8896 14.0958
H -8.5099 -20.4387 16.9023
H -7.1337 -19.3646 16.6989
H -7.1631 -21.0185 16.0376
H -7.2522 -19.3330 14.3035
H -8.6614 -18.4903 15.0002
H -8.9143 -21.4174 14.3298
H -8.7309 -20.3972 12.9646
C -9.4798 -25.3738 9.4247
C -10.8190 -25.1350 10.1031
C -10.7513 -24.9946 11.6543
C -9.7975 -23.9224 11.9348
N -9.0817 -23.0355 11.9901
H -8.5508 -25.0185 9.8873
H -9.3861 -24.7919 8.4991
H -9.2037 -26.3927 9.1549
H -11.5555 -25.9005 9.8629
H -11.2090 -24.1858 9.7369
H -10.5878 -25.9289 12.1883
H -11.7792 -24.7321 11.9227
C -4.8450 -27.7343 10.0036
C -6.3209 -27.5213 9.6082
C -7.3809 -28.3082 10.3907
C -7.3275 -28.0438 11.8265
N -7.2959 -27.8358 12.9513
H -4.2127 -27.5698 9.1371
H -4.7197 -28.7531 10.3734
H -4.5974 -27.0528 10.8156
H -6.4165 -27.8155 8.5581
H -6.5479 -26.4534 9.5777
H -7.1927 -29.3689 10.2157
H -8.3781 -28.0713 10.0274
C -9.6433 -21.0357 9.0058
C -8.4789 -20.4042 8.2282
C -8.4496 -18.8702 8.1635
C -8.9711 -18.1363 9.3139
N -9.4333 -17.5751 10.1953
H -9.3297 -21.9542 9.4977
H -10.4682 -21.2792 8.3325
H -10.0329 -20.3559 9.7617
H -8.3335 -20.8271 7.2362
H -7.5648 -20.6716 8.7690
H -8.7999 -18.5333 7.1878
H -7.3880 -18.5919 8.1665
C -18.0457 -24.0070 11.4254
C -17.7741 -22.9131 12.4484
C -16.7222 -23.3108 13.4942
C -15.4377 -23.7750 12.9287
N -14.4207 -24.0803 12.4869
H -17.2773 -24.0488 10.6486
H -18.9547 -23.8703 10.8347
H -18.1400 -24.9939 11.8817
H -18.7065 -22.7507 12.9903
H -17.4605 -21.9832 11.9775
H -17.0670 -24.2095 14.0137
H -16.5184 -22.4842 14.1689

---

Model b:
84
Properties=species:S:1:pos:R:3 method="wB97M-V/def2-TZVPD" spin_multiplicity=1 e_lumo_ev=0.230 homo_lumo_gap_ev=11.41
C -5.5731 23.9456 -5.3822
C -6.0776 23.5116 -4.0141
C -5.0552 22.4903 -3.4180
C -5.5328 21.9494 -2.1509
N -5.9157 21.4687 -1.1544
H -5.4456 23.1983 -6.1654
H -4.6019 24.4321 -5.2914
H -6.2455 24.6873 -5.8133
H -7.0868 23.1118 -4.1135
H -6.1754 24.3976 -3.3868
H -4.0036 22.7716 -3.4739
H -5.0906 21.6222 -4.0762
C -7.2681 15.9917 2.9840
C -6.7530 17.4153 2.8405
C -7.0812 18.4082 4.0193
C -8.5083 18.4064 4.2894
N -9.6570 18.4377 4.5531
H -6.7463 15.3267 2.2958
H -8.3221 15.9786 2.7063
H -7.1053 15.5780 3.9792
H -7.0572 17.7036 1.8343
H -5.6845 17.2363 2.7206
H -6.6597 19.3824 3.7712
H -6.6196 18.0406 4.9358
C -10.6817 20.9665 -1.4786
C -10.7692 21.5925 -0.1027
C -11.9566 22.5292 0.0092
C -13.1533 21.7855 0.4587
N -14.0637 21.2786 0.8562
H -11.1016 19.9643 -1.5648
H -9.6899 20.9106 -1.9273
H -11.2995 21.5018 -2.1997
H -9.8234 22.1339 -0.0799
H -10.6277 20.8710 0.7020
H -12.1406 23.0871 -0.9089
H -11.6281 23.2570 0.7513
C -3.6975 29.7485 -11.2842
C -5.0775 29.1823 -10.6987
C -5.2775 29.1342 -9.1480
C -5.1181 30.4398 -8.4894
N -4.9240 31.4677 -7.9905
H -2.8554 29.3215 -10.7395
H -3.6700 30.8166 -11.0686
H -3.5861 29.4501 -12.3266
H -5.1829 28.1244 -10.9391
H -5.9590 29.7036 -11.0717
H -4.5957 28.4229 -8.6818
H -6.2967 28.8341 -8.9048
C -7.9291 27.8759 -0.5972
C -9.2467 28.7250 -0.9294
C -9.5676 28.5796 -2.4134
C -9.9166 27.1598 -2.7756
N -10.2041 26.0888 -3.0960
H -7.1767 28.3709 -1.2113
H -8.0201 26.8014 -0.7564
H -7.5344 27.9566 0.4156
H -9.0388 29.7867 -0.7970
H -9.9973 28.2859 -0.2722
H -8.8392 29.0031 -3.1049
H -10.4469 29.1480 -2.7166
C -8.1104 20.7492 -10.6361
C -9.5298 21.2447 -10.9254
C -9.6473 22.5660 -11.5825
C -9.2240 23.7510 -10.8419
N -8.9105 24.6534 -10.2843
H -7.7834 21.0209 -9.6324
H -7.4070 20.9118 -11.4527
H -8.2094 19.6703 -10.5164
H -10.1955 21.2956 -10.0638
H -9.8953 20.4682 -11.5973
H -10.6937 22.7565 -11.8208
H -9.1341 22.5863 -12.5439
C 2.9819 24.8410 -6.9944
C 1.7586 23.9986 -7.3980
C 0.6236 24.1489 -6.3326
C 0.0456 25.4830 -6.2373
N -0.3504 26.5228 -6.1470
H 3.8349 24.6858 -7.6550
H 3.3785 24.3687 -6.0957
H 2.8102 25.9136 -6.9034
H 2.0417 22.9460 -7.4020
H 1.2853 24.2433 -8.3489
H 1.0569 24.0441 -5.3379
H -0.0957 23.4016 -6.6677

---

Energies relative to the minimum, kJ/mol: model a 0.0; model b 138.3

---

Model a:
19
Properties=species:S:1:pos:R:3 method="wB97M-V/def2-TZVPD" spin_multiplicity=1 e_lumo_ev=0.723 homo_lumo_gap_ev=8.52
C -2.1969 -0.5046 1.4587
O -0.5796 -0.3537 0.9424
C -0.2156 0.4807 -0.2047
C -0.3781 1.9485 0.1461
C 1.1897 0.1117 -0.6618
C 1.3720 -1.3706 -0.9932
O 1.4153 -2.1934 0.1492
H -2.6192 0.3297 0.8592
H -0.1900 -0.0037 1.7573
H -2.4187 -1.3969 0.8419
H -0.9540 0.1755 -0.9539
H 0.3561 2.2479 0.9045
H -1.3824 2.1520 0.5280
H -0.2110 2.5676 -0.7407
H 1.9171 0.3920 0.1122
H 1.4174 0.7175 -1.5492
H 0.5822 -1.6899 -1.6944
H 2.3307 -1.5098 -1.5019
H 0.5650 -2.1005 0.6001

---

Model b:
19
Properties=species:S:1:pos:R:3 method="wB97M-V/def2-TZVPD" spin_multiplicity=1 e_lumo_ev=0.788 homo_lumo_gap_ev=8.97
C -0.6010 1.8336 0.5087
O -0.5769 0.4832 0.0807
C 0.6710 -0.1994 0.2823
C 1.0964 -0.1939 1.7446
C 0.4659 -1.6133 -0.2374
C -1.7228 -0.5692 -2.9401
O -0.9103 0.4016 -2.6158
H -0.5747 1.9071 1.6017
H -1.5407 2.2608 0.1519
H 0.2403 2.4031 0.0882
H 1.4377 0.3145 -0.3215
H 0.3091 -0.6298 2.3698
H 1.3213 0.8128 2.1100
H 2.0034 -0.7963 1.8591
H -0.3637 -2.0886 0.2971
H 1.3696 -2.2098 -0.0818
H 0.2381 -1.6158 -1.3068
H -2.0670 -1.0093 -1.9547
H -0.7956 0.5088 -1.6359

---

Model c:
19
Properties=species:S:1:pos:R:3 method="wB97M-V/def2-TZVPD" spin_multiplicity=1 e_lumo_ev=0.731 homo_lumo_gap_ev=10.53
C -0.7249 2.3871 -0.9345
C -0.4132 1.3777 0.1644
C 0.0167 0.0318 -0.4214
O 1.0637 0.1976 -1.3508
C 0.3927 -0.9946 0.6899
C -0.4276 -2.2736 0.5959
O 1.7865 -1.2538 0.5454
H 0.1624 2.5475 -1.5527
H -1.5192 2.0124 -1.5918
H -1.0483 3.3486 -0.5238
H 0.3909 1.7571 0.8120
H -1.2906 1.2206 0.8086
H -0.8259 -0.3746 -0.9982
H 1.8859 0.1016 -0.8477
H 0.2161 -0.5293 1.6728
H -0.3514 -2.7012 -0.4090
H -0.0851 -3.0225 1.3194
H -1.4833 -2.0626 0.8053
H 2.1264 -1.6065 1.3731

---

Energies relative to the minimum, kJ/mol: model a 378.5; model b 306.5; model c 0.0

---

Model a:
19
Properties=species:S:1:pos:R:3 method="wB97M-V/def2-TZVPD" spin_multiplicity=1 e_lumo_ev=0.511 homo_lumo_gap_ev=9.10
C -2.2174 -3.2089 -1.7436
C -1.9658 -1.8107 -1.2409
C -2.7211 -0.8212 -1.7686
C -0.1525 -0.5379 -0.0260
C -0.5567 -1.4874 -0.8814
H -1.9673 -3.9344 -0.9537
H -1.4109 -3.2884 -2.4805
H -3.1465 -3.4619 -2.2376
H -3.6040 -1.0661 -2.3568
H -2.6062 0.2348 -1.5574
H 0.7914 -0.5393 0.5285
H -0.5111 0.4857 0.0948
H 0.2081 -2.1013 -1.3518
H 1.6984 4.9004 4.4582
H 2.6417 3.6855 4.8288
O 2.0741 4.3906 5.1736
H 2.9319 1.3542 -0.9060
H 3.8593 2.5962 -0.9050
O 3.7827 1.6909 -0.5861

---

Model b:
19
Properties=species:S:1:pos:R:3 method="wB97M-V/def2-TZVPD" spin_multiplicity=1 e_lumo_ev=0.745 homo_lumo_gap_ev=10.63
C 2.6558 -0.5467 0.5179
C 1.5897 -0.0234 -0.4390
C 0.1791 -0.1435 0.1283
O 0.1648 0.4642 1.4061
C -0.8553 0.5059 -0.7967
C -2.2777 0.0694 -0.4972
O -2.5960 0.4770 0.8300
H 3.6621 -0.3106 0.1567
H 2.5245 -0.0938 1.5037
H 2.5848 -1.6348 0.6327
H 1.6244 -0.5753 -1.3884
H 1.7810 1.0318 -0.6749
H -0.0630 -1.2199 0.2247
H -0.7658 0.5084 1.6748
H -0.6321 0.2652 -1.8438
H -0.7761 1.5946 -0.6818
H -2.3504 -1.0260 -0.5901
H -2.9782 0.5160 -1.2178
H -3.4717 0.1416 1.0548

---

Model c:
19
Properties=species:S:1:pos:R:3 method="wB97M-V/def2-TZVPD" spin_multiplicity=1 e_lumo_ev="0.797 / 0.797" homo_lumo_gap_ev="7.18 / 7.18"
C -0.7231 -1.7571 1.6810
C 0.2190 -0.5847 1.4120
C 0.4701 -0.3059 -0.0677
O -0.9459 -0.0666 -0.6873
C 1.2223 0.8513 -0.5045
C -0.5500 0.8590 -2.1895
O 1.0834 1.9436 0.4091
H -1.7331 -1.5512 1.3113
H -0.3703 -2.6645 1.1759
H -0.7892 -1.9769 2.7521
H -0.1398 0.3336 1.8924
H 1.2006 -0.7868 1.8580
H 0.7990 -1.2095 -0.5896
H -1.3023 0.6533 -0.1333
H 2.2695 0.6528 -0.7635
H -1.6138 0.7875 -2.4383
H -0.2014 1.8842 -2.2091
H 0.0554 0.1903 -2.7890
H 1.0496 2.7477 -0.1200

---

Model d:
19
Properties=species:S:1:pos:R:3 method="wB97M-V/def2-TZVPD" spin_multiplicity=1 e_lumo_ev=0.449 homo_lumo_gap_ev=9.65
C -1.2152 -3.0349 0.7581
C -1.3483 -2.1738 -0.6373
C 1.3660 0.6499 -0.4313
O 1.8454 1.4957 -1.4674
C 0.5505 -0.3497 -1.0667
C -0.4883 -0.8557 -0.3851
H -2.1737 -3.0802 1.2712
H -0.3718 -2.4978 1.2013
H -0.9544 -4.0594 0.6594
H -2.4785 -2.1666 -0.7551
H -0.6851 -2.8380 -1.3070
H 2.2218 0.1071 0.0430
H 0.9229 1.2110 0.4593
H 2.2804 2.2162 -1.1943
H 0.8154 -0.7745 -2.0470
H -1.0934 -0.3759 0.2970
H 0.0259 4.9987 0.8917
H 0.7696 6.1217 1.8623
O 0.0108 5.4061 1.8480

---

Energies relative to the minimum, kJ/mol: model a 253.5; model b 0.0; model c 498.8; model d 293.3

---

Model a:
19
Properties=species:S:1:pos:R:3 method="wB97M-V/def2-TZVPD" spin_multiplicity=1 e_lumo_ev=-0.784 homo_lumo_gap_ev=6.42
C 2.6750 -1.1634 0.6332
C 1.8307 0.0489 0.4123
C 0.4846 0.2246 0.4952
O 0.0808 1.0561 1.4716
C -0.4839 -0.3092 -0.5024
C -2.0257 -0.1689 -0.3201
O -2.4049 1.0198 0.3967
H 3.7059 -0.9692 0.3193
H 2.6557 -1.3396 1.7274
H 2.3201 -2.0770 0.1612
H -0.4178 1.6983 -3.1812
H 2.2982 0.9305 0.8249
H 0.0776 -1.3723 -0.2895
H -0.8441 1.2890 1.3154
H -0.2150 -0.1845 -1.5304
H -1.3536 1.9241 -1.9383
H -2.2893 -1.0452 0.2551
H -2.6082 -0.2184 -1.2644
H -3.2655 0.8413 0.8038

---

Model b:
19
Properties=species:S:1:pos:R:3 method="wB97M-V/def2-TZVPD" spin_multiplicity=1 e_lumo_ev=0.787 homo_lumo_gap_ev=8.85
C -0.8904 -1.5991 1.9906
O -0.7149 -0.6980 0.5243
C 0.5229 0.0003 0.1729
C 1.7026 -0.9567 0.1373
C 0.2984 0.7377 -1.1436
C -0.8838 1.7118 -1.1284
O -2.1401 1.0729 -1.1288
H 0.1133 -1.4727 2.4195
H -0.7739 -1.5806 0.1169
H -1.4333 -0.8247 2.5377
H 0.6324 0.7137 0.9982
H 1.5867 -1.6842 -0.6753
H 1.8084 -1.4978 1.0815
H 2.6250 -0.3953 -0.0457
H 0.1469 0.0072 -1.9503
H 1.2219 1.2854 -1.3771
H -0.7754 2.3994 -0.2705
H -0.8565 2.3225 -2.0373
H -2.1696 0.4980 -0.3506

---

Model c:
19
Properties=species:S:1:pos:R:3 method="wB97M-V/def2-TZVPD" spin_multiplicity=1 e_lumo_ev=0.804 homo_lumo_gap_ev=10.96
C 0.9183 2.2755 0.8358
C 0.0236 1.0705 1.1469
C -0.5279 0.3150 -0.1046
O 0.0545 0.7225 -1.3346
C -0.3221 -1.2040 0.0140
C -0.9713 -1.9392 -1.1509
O 1.0974 -1.3693 -0.0011
H 1.3949 2.0804 -0.1231
H 0.3538 3.2097 0.7529
H 1.7003 2.4085 1.5946
H 0.5989 0.3734 1.7619
H -0.8231 1.4034 1.7513
H -1.6046 0.5088 -0.2048
H 0.9457 0.3411 -1.3229
H -0.7262 -1.5629 0.9740
H -0.6638 -1.4651 -2.0865
H -0.6862 -2.9981 -1.1723
H -2.0627 -1.8908 -1.0838
H 1.3004 -2.2795 -0.2469

---

Energies relative to the minimum, kJ/mol: model a 676.2; model b 380.8; model c 0.0